i:
Below is one molecule with the formula C2H7ClNOPS, with properties calculated with ωB97M-V with the def2-TZVPD basis set.

Last columns: bonded neighbours and bond lengths (Å).
Cartesian coordinates (Å):
1 C 1.62887 1.05734 -0.95691  C2 1.533, H8 1.123, H9 1.118, H10 1.126
2 C 0.96997 0.58031 0.34298  C1 1.533, N3 1.438, H11 1.024, H12 1.145
3 N 0.55628 -0.79636 0.32685  C2 1.438, P4 2.213, H13 1.115
4 P -1.58201 -0.87554 0.89194  N3 2.213, O5 1.591, S6 1.902, Cl7 1.981
5 O -2.25454 -1.88063 -0.14238  P4 1.591, H14 1.025
6 S -2.30832 0.88067 0.96951  P4 1.902
7 Cl -1.54015 -1.84997 2.61596  P4 1.981
8 H 2.27358 0.21145 -1.31841  C1 1.123
9 H 0.93339 1.25672 -1.80924  C1 1.118
10 H 2.24511 1.98025 -0.76828  C1 1.126
11 H 1.43531 0.82723 1.22107  C2 1.024
12 H -0.00637 1.17860 0.35443  C2 1.145
13 H 0.19465 -1.08786 -0.68632  N3 1.115
14 H -2.54578 -1.48220 -1.04121  O5 1.025

Properties
Kohn-Sham gap in eV: 9.36
Molecular weight in g mol⁻¹: 159.578
HOMO energy in eV: -9.3
Total charge: 0



ii:
Below is a 2-piece molecular cluster, C2H7ClNOPS overall, with properties calculated with ωB97M-V with the def2-TZVPD basis set.

Last columns: bonded neighbours and bond lengths (Å).
Cartesian coordinates (Å):
1 C -0.91928 1.10499 -0.50996  N3 1.516, H8 1.121, H9 1.227, H10 1.077
2 C -0.82529 -1.46396 -0.54992  N3 1.497, H11 1.025, H12 1.078, H13 1.087
3 N -0.08711 -0.16272 -0.49714  C1 1.516, C2 1.497, P5 1.652
4 O 0.62965 1.21442 2.20505  H14 0.967
5 P 1.38147 -0.16897 0.26035  N3 1.652, S6 1.969, Cl7 2.075
6 S 2.39030 -1.85095 0.43407  P5 1.969
7 Cl 2.40238 1.31756 -0.76552  P5 2.075
8 H -1.02700 1.58623 0.49711  C1 1.121
9 H -0.54543 1.80800 -1.44358  C1 1.227
10 H -1.85742 0.70889 -0.85926  C1 1.077
11 H -1.27467 -1.65655 0.35152  C2 1.025
12 H -1.53006 -1.35779 -1.35840  C2 1.078
13 H 0.02204 -2.12833 -0.70080  C2 1.087
14 H 1.24043 1.04917 2.93646  O4 0.967

Properties
Kohn-Sham gap (alpha / beta) in eV: 8.02 / 8.02
Molecular weight in g mol⁻¹: 159.578
HOMO energy (alpha / beta) in eV: -9.6 / -9.6
Total charge: 0



i (161.0 kJ/mol below the next structure)



i:
Below is one molecule with the formula C4H4ClF, with properties calculated with ωB97M-V with the def2-TZVPD basis set.

Last columns: bonded neighbours and bond lengths (Å).
Cartesian coordinates (Å):
1 C 0.27997 -1.55603 -0.16911  C2 1.409, H7 1.083, H8 0.977
2 C 0.57458 -0.44300 0.64242  C1 1.409, C3 1.429, H9 1.145
3 C 0.05672 0.86707 0.40180  C2 1.429, F4 1.385, C5 1.345
4 F 0.99514 1.85813 0.63604  C3 1.385
5 C -0.97257 1.26039 -0.37013  C3 1.345, Cl6 1.659, H10 1.031
6 Cl -1.88988 0.10548 -1.12950  C5 1.659
7 H 0.81235 -2.45839 0.10368  C1 1.083
8 H -0.40019 -1.50941 -0.86871  C1 0.977
9 H 1.54936 -0.40849 1.24174  C2 1.145
10 H -1.00549 2.28425 -0.48824  C5 1.031

Properties
Kohn-Sham gap in eV: 9.07
Molecular weight in g mol⁻¹: 106.527
HOMO energy in eV: -8.8
Total charge: 0



ii:
Below is one molecule with the formula C4H4ClF, with properties calculated with ωB97M-V with the def2-TZVPD basis set.

Last columns: bonded neighbours and bond lengths (Å).
Cartesian coordinates (Å):
1 F -2.80383 -0.94914 0.01966  C2 1.327
2 C -2.54045 0.35148 0.00660  F1 1.327, C3 1.332, H7 1.076
3 C -1.28349 0.79015 -0.03554  C2 1.332, C4 1.427, H8 1.080
4 C -0.09207 0.00613 -0.08902  C3 1.427, C5 1.350, H9 1.104
5 C 1.15218 0.52422 -0.01544  C4 1.350, Cl6 1.715, H10 1.102
6 Cl 2.66390 -0.28493 0.01697  C5 1.715
7 H -3.40298 0.97654 0.15706  C2 1.076
8 H -1.15133 1.85981 0.03444  C3 1.080
9 H -0.18248 -1.09069 -0.00311  C4 1.104
10 H 1.26793 1.60850 0.14658  C5 1.102

Properties
Kohn-Sham gap in eV: 9.42
Molecular weight in g mol⁻¹: 106.527
HOMO energy in eV: -8.7
Total charge: 0



ii (115.6 kJ/mol below the next structure)